1.
Computed, not measured: a structure of composition C19H41N9O9PSY at a distorted geometry, with ωB97M-V/def2-TZVPD.

The geometry in XYZ format:
```
81
Properties=species:S:1:pos:R:3:lowdin_charge:R:1
Y 0.4726 -0.3666 0.5441 1.39
O 4.0660 -3.3478 0.3102 0.20
C 3.2066 -2.3555 0.2816 -0.46
O 1.9967 -2.4711 0.2788 0.05
C 3.8702 -1.0002 0.1960 -0.06
O 3.0231 0.0012 0.7316 -0.19
C 3.1281 0.0978 2.1779 -0.05
C 2.2547 -0.9671 2.8511 -0.59
O 2.7134 -1.6927 3.6949 0.13
O 1.0214 -0.9873 2.3851 -0.25
H 3.6032 -4.1987 0.3445 0.16
H 4.0196 -0.7812 -0.8610 0.15
H 4.8403 -1.0089 0.6866 0.15
H 2.7582 1.0872 2.4333 0.13
H 4.1552 -0.0134 2.5074 0.14
C -2.4839 -5.2982 1.3373 0.02
C -2.9150 -3.8780 1.3711 -0.30
N -4.1217 -3.4460 1.5216 0.16
N -3.9901 -2.0760 1.4941 0.05
C -2.7492 -1.6433 1.3259 -0.72
S -2.1643 -0.0579 1.2297 0.73
N -2.0512 -2.7943 1.2367 -0.07
N -0.6673 -2.7852 1.0711 0.09
H -3.3659 -5.9312 1.3738 0.10
H -1.8465 -5.5363 2.1907 0.10
H -1.9326 -5.5213 0.4209 0.09
H -4.7987 -1.4954 1.6378 0.17
H -0.2096 -2.9467 1.9616 0.12
H -0.3916 -3.4936 0.4044 0.11
C -0.2545 1.3804 -4.3752 -0.04
N 0.0219 0.7667 -3.0608 -0.16
C 0.3284 1.6528 -1.9710 -0.45
P -0.5397 -0.7655 -2.7222 0.58
O 0.0560 -1.1880 -1.3894 -0.39
N -0.0406 -1.8034 -3.8786 -0.29
C -0.7654 -2.0959 -5.1221 -0.08
C 1.3960 -2.0936 -3.9507 -0.07
N -2.1605 -0.7884 -2.8117 -0.28
C -3.0168 0.3870 -2.6227 -0.07
C -2.8264 -2.0624 -2.4911 -0.07
H -1.0259 2.1502 -4.3110 0.09
H -0.6024 0.6165 -5.0681 0.08
H 0.6505 1.8198 -4.7913 0.10
H 0.4309 2.6655 -2.3498 0.17
H 2.2798 1.3773 -1.8697 0.13
H -0.4274 2.0766 -0.2086 0.05
H -1.8044 -1.7911 -5.0477 0.08
H -0.7297 -3.1683 -5.3194 0.10
H -0.3074 -1.5829 -5.9732 0.09
H 1.8894 -1.8257 -3.0183 0.06
H 1.8628 -1.5415 -4.7720 0.09
H 1.5514 -3.1599 -4.1210 0.10
H -2.4958 1.3012 -2.8876 0.07
H -3.3429 0.4693 -1.5844 0.07
H -3.8904 0.2898 -3.2683 0.10
H -2.1326 -2.8988 -2.5733 0.09
H -3.6495 -2.2365 -3.1851 0.10
H -3.2353 -2.0349 -1.4761 0.07
C -0.0122 1.3050 4.1351 -0.01
N 0.2972 2.6163 3.5632 -0.04
C 0.4141 3.6922 4.5638 -0.13
C 1.0891 4.9156 3.9942 -0.14
C 0.4617 5.2357 2.6576 -0.13
N 0.5890 4.0705 1.7775 -0.06
C 0.7585 4.3052 0.3494 -0.01
C 0.4243 2.8166 2.2474 -0.41
O 0.4119 1.8439 1.4175 -0.15
H 0.8525 0.9016 4.6630 0.11
H -0.3193 0.6073 3.3730 0.03
H -0.8272 1.4257 4.8491 0.11
H 0.9816 3.2920 5.4030 0.13
H -0.5854 3.9344 4.9317 0.14
H 2.1574 4.7326 3.8578 0.13
H 0.9772 5.7524 4.6802 0.13
H 0.9687 6.0686 2.1784 0.13
H -0.5898 5.5105 2.7747 0.14
H 1.3111 5.2318 0.2152 0.10
H -0.2039 4.4119 -0.1632 0.11
H 1.3297 3.4995 -0.0996 0.08
O 1.5204 1.2650 -1.2886 -0.04
O -0.6676 1.5569 -0.9989 -0.08
```

## Properties
orbital gap: 0.34774 hartree
F_max: 2.610 eV Å⁻¹
energy relative to the best compared isomer or geometry (same formula, charge and spin): 6.8 kcal per mole
highest occupied orbital energy: -13.912 eV
charge: +2

2.
Computed, not measured: a structure of composition C44H34N8O2S2Yb at a distorted geometry, with ωB97M-V/def2-TZVPD.

The geometry in XYZ format:
```
91
Properties=species:S:1:pos:R:3:lowdin_spin:R:1
Yb 0.0111 -0.6460 0.2112 1.01
C 0.3446 1.4449 -2.7188 0.00
N -0.5029 1.6089 -1.5425 0.00
C -0.3639 2.9061 -0.8877 0.00
C -0.4804 2.7594 0.5977 0.00
N -0.4066 1.6153 1.2331 0.00
C -0.4991 1.9253 2.5794 0.00
C -0.5027 1.1044 3.7046 0.00
C -0.5614 1.7174 4.9388 0.00
C -0.6465 3.1066 5.0686 0.00
C -0.6995 3.9367 3.9667 0.00
C -0.6175 3.3237 2.7244 0.00
N -0.6194 3.8167 1.4368 0.00
C 1.6745 0.8861 -2.3231 0.00
N 1.8915 0.2182 -1.2146 0.00
C 3.1911 -0.2544 -1.3132 0.00
C 3.9215 -1.1151 -0.4995 0.00
C 5.2118 -1.4191 -0.8867 0.00
C 5.7798 -0.8908 -2.0489 0.00
C 5.0596 -0.0685 -2.8903 0.00
C 3.7600 0.2243 -2.5112 0.00
N 2.7679 0.9602 -3.1191 0.00
H 0.4855 2.3796 -3.2874 0.00
H -0.1122 0.7088 -3.3911 0.00
H -1.4770 1.4509 -1.7898 0.00
H -1.1072 3.6404 -1.2396 0.00
H 0.6312 3.3137 -1.1095 0.00
H -0.4769 0.0310 3.6002 0.00
H -0.5456 1.1103 5.8319 0.00
H -0.6787 3.5329 6.0582 0.00
H -0.8014 5.0062 4.0714 0.00
H -0.7029 4.7839 1.1707 0.00
H 3.4715 -1.5672 0.3706 0.00
H 5.8040 -2.0867 -0.2786 0.00
H 6.7957 -1.1556 -2.3006 0.00
H 5.4797 0.3194 -3.8056 0.00
H 2.8139 1.3579 -4.0425 0.00
O 0.8941 -1.6491 -3.2264 0.00
S 0.2188 -2.3165 -2.1357 0.00
O 1.0124 -2.4139 -0.9034 0.00
N -1.0267 -1.4434 -1.6464 0.00
C -2.3506 -1.5523 -1.9115 0.00
C -2.9319 -2.2945 -2.9294 0.00
C -4.3172 -2.3436 -3.0840 0.00
C -5.1553 -1.6277 -2.2692 0.00
C -4.6193 -0.8569 -1.2209 0.00
C -5.4149 -0.1220 -0.3190 0.00
C -4.8192 0.5060 0.7409 0.00
C -3.4268 0.4324 0.8820 0.00
N -2.6366 -0.1872 0.0315 0.00
C -3.2131 -0.8330 -1.0128 0.00
C -0.1668 -3.9959 -2.6171 0.00
C -0.0426 -4.3895 -3.9365 0.00
C -0.2468 -5.7186 -4.2705 0.00
C -0.5588 -6.6386 -3.2818 0.00
C -0.6920 -6.2296 -1.9641 0.00
C -0.4954 -4.9009 -1.6254 0.00
H -2.2966 -2.8549 -3.5969 0.00
H -4.7298 -2.9659 -3.8640 0.00
H -6.2249 -1.6726 -2.4060 0.00
H -6.4821 -0.0786 -0.4720 0.00
H -5.3983 1.0430 1.4739 0.00
H -2.9430 0.9094 1.7232 0.00
H 0.2268 -3.6570 -4.6807 0.00
H -0.1473 -6.0353 -5.2970 0.00
H -0.6763 -7.6808 -3.5377 0.00
H -0.9334 -6.9421 -1.1914 0.00
H -0.5715 -4.5643 -0.6026 0.00
S 3.0653 -1.4810 3.8971 0.00
C 3.6906 -0.0548 3.1240 0.00
C 4.8542 0.6526 3.3795 0.00
C 5.1005 1.7915 2.6394 0.00
C 4.1992 2.2289 1.6698 0.00
C 3.0472 1.5241 1.4031 0.00
C 2.7919 0.3578 2.1215 0.00
N 1.6942 -0.4398 1.9730 0.00
C 1.6657 -1.4222 2.8385 0.00
C 0.5251 -2.3039 2.9714 0.00
C 0.4452 -3.1819 4.0592 0.00
C -0.6809 -3.9542 4.2379 0.00
C -1.7180 -3.8612 3.3225 0.00
C -1.6306 -2.9908 2.2439 0.00
C -0.5214 -2.1606 2.0057 0.00
H 5.5418 0.3210 4.1391 0.00
H 6.0010 2.3576 2.8163 0.00
H 4.4153 3.1357 1.1252 0.00
H 2.3360 1.8497 0.6577 0.00
H 1.2595 -3.2361 4.7687 0.00
H -0.7629 -4.6198 5.0830 0.00
H -2.6032 -4.4668 3.4583 0.00
H -2.4827 -2.9483 1.5667 0.00
```

## Properties
orbital gap (alpha / beta): 0.28990 / 0.28988 hartree
F_max: 1.731 eV Å⁻¹
energy relative to the best compared isomer or geometry (same formula, charge and spin): 0.0 kcal per mole
2S+1: 2
highest occupied orbital energy (alpha / beta): -10.106 / -10.108 eV
charge: +1
⟨S²⟩: 0.75

3.
Computed, not measured: a structure of composition C38H92F6O14Zn at a distorted geometry, with ωB97M-V/def2-TZVPD.

The geometry in XYZ format:
```
151
Properties=species:S:1:pos:R:3:lowdin_spin:R:1
Zn 2.8287 -2.0292 -0.8208 0.45
C 0.9262 -0.6798 1.5317 0.01
O 0.2786 -0.0924 0.3556 0.00
O 1.9252 -1.4641 0.8811 0.09
C 1.3033 0.3850 2.6289 0.00
F 2.3195 -0.0525 3.4013 0.00
F 1.7328 1.5432 2.0585 0.00
F 0.2713 0.7440 3.4261 0.00
C -0.9395 0.6271 0.5789 0.00
C -1.5947 1.0499 -0.7442 0.00
H -2.1353 0.1875 -1.1342 0.00
H -2.2923 1.8294 -0.4380 0.00
H -0.8046 1.3657 -1.4255 0.00
H -0.7516 1.5646 1.1021 0.00
H -1.6917 0.0007 1.0585 0.00
H 0.2214 -1.3239 2.0574 0.00
C 1.3668 -3.6624 -2.3952 0.01
O 2.3644 -2.7593 -2.7910 0.07
O 1.7318 -3.8854 -1.0319 0.07
C -0.1199 -3.2173 -2.6683 0.00
F -0.3522 -3.0910 -3.9985 0.00
F -0.9348 -4.1248 -2.3062 0.00
F -0.4287 -2.0777 -2.1012 0.00
C 2.8570 -2.9160 -4.1363 0.01
C 3.8760 -1.7832 -4.5129 0.01
H 4.2665 -1.9349 -5.5192 0.00
H 3.5428 -0.7577 -4.3536 0.00
H 4.6516 -1.8458 -3.7496 0.02
H 2.1280 -2.9491 -4.9460 0.00
H 3.3496 -3.8794 -4.2680 0.00
H 1.5298 -4.5820 -2.9573 0.00
C 5.7934 2.4277 2.1929 0.00
C 5.2853 1.4813 3.2706 0.00
C 5.9372 0.0853 3.2347 0.00
O 5.6158 1.9738 4.5630 0.00
H 5.5600 2.0382 1.2020 0.00
H 6.8604 2.6156 2.3121 0.00
H 5.2699 3.3603 2.4037 0.00
H 4.2029 1.3953 3.1757 0.00
H 5.5986 -0.5001 4.0895 0.00
H 7.0102 0.2664 3.1720 0.00
H 5.6460 -0.4612 2.3377 0.01
H 5.4916 1.2921 5.2274 0.00
C -0.5159 1.8936 -4.3793 0.00
C 0.2372 0.5894 -4.2038 0.00
C 0.1677 -0.2738 -5.4658 0.00
O 1.5828 0.9598 -4.0626 0.00
H -0.4682 2.4935 -3.4704 0.00
H -1.5998 1.7929 -4.4357 0.00
H -0.1565 2.4549 -5.2418 0.00
H 0.0033 -0.0057 -3.3210 0.00
H 0.7959 -1.1638 -5.5021 0.00
H 0.3876 0.3203 -6.3528 0.00
H -0.8492 -0.6275 -5.6358 0.00
H 1.8051 1.6288 -4.7142 0.00
C 3.8394 -3.5344 2.7987 0.01
C 2.5765 -4.3563 3.0549 0.00
C 1.5975 -3.8041 4.1132 0.00
O 1.7744 -4.3563 1.8290 0.01
H 3.5894 -2.5282 2.4624 0.01
H 4.5130 -4.0556 2.1184 0.01
H 4.3491 -3.4195 3.7553 0.00
H 2.7485 -5.3860 3.3684 0.00
H 1.6088 -2.7158 4.0532 0.00
H 2.0613 -3.9842 5.0830 0.00
H 0.5643 -4.1515 4.1041 0.00
H 1.6352 -3.4315 1.6121 0.00
C -5.9207 1.1556 0.6864 0.00
C -5.5040 0.4435 -0.6203 0.00
C -5.0905 -1.0045 -0.3421 0.00
O -6.5491 0.3686 -1.5431 0.00
H -6.8253 0.7059 1.0959 0.00
H -6.2598 2.1572 0.4222 0.00
H -5.1109 1.2562 1.4090 0.00
H -4.6803 0.9631 -1.1099 0.00
H -4.3013 -1.0504 0.4084 0.00
H -4.6790 -1.5051 -1.2186 0.00
H -5.9125 -1.6073 0.0437 0.00
H -6.8879 1.2423 -1.7516 0.00
C -0.0269 6.8203 -1.3722 0.00
C -1.3050 6.1903 -0.8112 0.00
C -1.3556 4.6789 -0.9062 0.00
O -1.3006 6.4848 0.5749 0.00
H 0.1158 6.5570 -2.4202 0.00
H 0.8576 6.3917 -0.9010 0.00
H -0.0060 7.9079 -1.3024 0.00
H -2.1410 6.6716 -1.3187 0.00
H -2.2952 4.3392 -0.4704 0.00
H -0.5740 4.1601 -0.3511 0.00
H -1.3734 4.4029 -1.9605 0.00
H -0.9760 7.3716 0.7476 0.00
C 2.6316 4.7729 1.6470 0.00
C 1.3767 4.6046 2.5536 0.00
C 1.6691 4.3192 4.0537 0.00
O 0.6611 5.8291 2.6174 0.00
H 2.3937 4.9666 0.6011 0.00
H 3.2751 3.8932 1.6578 0.00
H 3.2797 5.5671 2.0177 0.00
H 0.6660 3.8422 2.2348 0.00
H 2.4347 3.5452 4.1073 0.00
H 0.8072 3.9423 4.6043 0.00
H 1.9906 5.2287 4.5612 0.00
H 0.2028 5.9869 1.7887 0.00
C -5.1163 -0.6736 4.8888 0.00
C -4.3125 -1.7220 4.0593 0.00
C -2.8870 -1.1709 3.8500 0.00
O -4.3093 -2.9040 4.8200 0.00
H -6.1123 -1.0802 5.0644 0.00
H -5.1060 0.3203 4.4416 0.00
H -4.5724 -0.5952 5.8302 0.00
H -4.7658 -1.7904 3.0704 0.00
H -2.2764 -1.8586 3.2649 0.00
H -2.3817 -1.0154 4.8032 0.00
H -2.9732 -0.2900 3.2138 0.00
H -3.6663 -2.8918 5.5328 0.00
C 4.6682 1.1964 -2.1580 0.01
C 3.4500 0.9133 -1.2911 0.04
C 2.5435 2.0667 -0.9551 0.00
O 2.7271 -0.1567 -1.7697 0.10
H 4.3634 1.6877 -3.0821 0.00
H 5.2243 0.2904 -2.3987 0.01
H 5.4423 1.8146 -1.7034 0.00
H 3.8755 0.5380 -0.3605 0.03
H 3.1290 2.8205 -0.4286 0.00
H 1.7692 1.8731 -0.2126 0.00
H 2.1104 2.5164 -1.8486 0.00
H 2.3185 0.1193 -2.5934 0.00
C -2.4438 -3.3077 0.5772 0.00
C -1.4682 -4.2046 1.2531 0.00
C -2.0567 -5.2249 2.2485 0.00
O -0.8213 -4.9300 0.3149 0.00
H -1.9228 -2.6739 -0.1403 0.00
H -2.9608 -2.6478 1.2739 0.00
H -3.2589 -3.8380 0.0847 0.00
H -0.6913 -3.5776 1.6905 0.00
H -2.2235 -4.7709 3.2253 0.00
H -1.4613 -6.1031 2.4984 0.00
H -3.0046 -5.6514 1.9203 0.00
H -1.4454 -5.3776 -0.2610 0.00
C -3.2027 -0.4439 -3.8845 0.00
C -3.5767 -1.7073 -4.6578 0.00
C -3.8784 -2.9394 -3.8235 0.00
O -4.7235 -1.3754 -5.3586 0.00
H -3.9018 -0.1083 -3.1186 0.00
H -3.0988 0.3832 -4.5869 0.00
H -2.2373 -0.5526 -3.3903 0.00
H -2.7889 -1.9437 -5.3731 0.00
H -2.9413 -3.3022 -3.4011 0.00
H -4.2936 -3.7618 -4.4061 0.00
H -4.5553 -2.7828 -2.9837 0.00
H -5.4170 -1.2690 -4.7034 0.00
```

## Properties
orbital gap (alpha / beta): 0.12162 / 0.25983 hartree
F_max: 4.502 eV Å⁻¹
2S+1: 2
highest occupied orbital energy (alpha / beta): -1.440 / -5.202 eV
charge: -1
⟨S²⟩: 0.75